{
  "formula": "C23H31N7O2",
  "method": "ωB97M-V with the def2-TZVPD basis set",
  "symbols": ["C", "H", "O", "C", "C", "C", "C", "C", "C", "H", "H", "N", "C", "O", "C", "C", "H", "C", "C", "N", "N", "N", "N", "C", "C", "C", "C", "C", "C", "H", "H", "H", "H", "H", "H", "H", "H", "H", "H", "H", "N", "C", "C", "N", "C", "H", "H", "H", "C", "C", "H", "H", "H", "H", "H", "H", "H", "H", "H", "H", "H", "H", "H"],
  "coordinates": [[6.297, -1.644, -0.565], [7.311, -2.033, -0.633], [6.162, -1.161, 0.751], [4.977, -0.612, 1.122], [3.868, -0.482, 0.309], [2.696, 0.107, 0.802], [2.649, 0.561, 2.131], [3.776, 0.424, 2.947], [4.918, -0.150, 2.449], [5.797, -0.263, 3.062], [3.741, 0.773, 3.968], [1.485, 1.110, 2.601], [0.328, 1.283, 1.879], [-0.681, 1.697, 2.425], [0.418, 0.883, 0.476], [1.530, 0.281, -0.003], [1.554, -0.088, -1.019], [-0.827, 1.106, -0.358], [-1.186, -0.233, -0.933], [-0.935, -0.746, -2.117], [-1.399, -1.989, -2.102], [-1.908, -2.275, -0.980], [-1.802, -1.197, -0.197], [-2.211, -1.215, 1.184], [-1.213, -2.038, 2.003], [-1.635, -2.040, 3.467], [-3.039, -2.619, 3.613], [-4.035, -1.820, 2.777], [-3.615, -1.805, 1.311], [-3.608, -2.819, 0.908], [-4.319, -1.212, 0.723], [-5.032, -2.255, 2.867], [-4.079, -0.794, 3.150], [-3.340, -2.601, 4.662], [-3.038, -3.659, 3.281], [-0.924, -2.626, 4.053], [-1.620, -1.014, 3.844], [-1.195, -3.058, 1.613], [-0.210, -1.614, 1.897], [-2.210, -0.184, 1.553], [-0.713, 2.264, -1.214], [-1.947, 2.739, -1.803], [-2.244, 2.122, -3.173], [-1.138, 2.399, -4.073], [-1.409, 1.913, -5.408], [-1.550, 0.821, -5.441], [-2.310, 2.394, -5.786], [-0.574, 2.176, -6.057], [0.087, 1.820, -3.538], [0.372, 2.421, -2.159], [1.289, 2.004, -1.743], [0.513, 3.501, -2.278], [0.908, 2.072, -4.214], [0.009, 0.725, -3.461], [-3.148, 2.578, -3.584], [-2.418, 1.037, -3.073], [-2.777, 2.553, -1.117], [-1.840, 3.822, -1.933], [-1.624, 1.374, 0.353], [1.446, 1.398, 3.572], [3.872, -0.821, -0.715], [6.167, -0.843, -1.300], [5.585, -2.449, -0.772]],
  "forces_ev_per_a": [[0.0, -0.1, -0.2], [-0.1, 0.0, 0.0], [0.0, 0.1, 0.3], [-0.2, 0.1, 0.0], [0.3, -0.1, 0.1], [0.2, 0.2, 0.6], [0.4, -0.4, -0.6], [0.0, 0.0, -0.1], [0.0, 0.0, -0.2], [0.1, 0.0, 0.1], [0.0, 0.0, 0.1], [-0.1, 0.2, 0.3], [0.3, -0.1, 0.1], [-0.3, 0.2, 0.1], [0.1, 0.0, -0.2], [-0.4, 0.2, 0.2], [-0.1, -0.1, -0.1], [0.0, 0.1, 0.3], [-0.5, -0.6, 0.2], [0.3, 0.9, 0.1], [0.0, -0.7, -0.7], [-0.5, -0.7, 0.9], [0.6, 0.9, -1.3], [-0.2, -0.5, 0.5], [0.0, 0.3, 0.2], [0.0, -0.3, -0.1], [0.0, 0.3, 0.1], [0.0, -0.3, -0.1], [-0.1, 0.3, 0.1], [0.0, 0.0, 0.0], [0.0, 0.0, -0.1], [0.0, 0.1, 0.0], [-0.1, 0.1, 0.1], [0.0, -0.1, 0.0], [0.0, -0.1, 0.0], [0.0, 0.1, 0.0], [0.0, 0.1, 0.1], [0.0, 0.0, -0.1], [0.0, 0.0, -0.1], [0.0, -0.1, -0.1], [0.0, -0.1, 0.1], [-0.2, 0.0, -0.2], [-0.1, 0.1, 0.2], [0.0, 0.1, 0.0], [0.0, 0.0, 0.0], [0.0, 0.0, 0.0], [0.0, 0.0, -0.1], [0.0, 0.0, -0.1], [0.2, 0.0, 0.1], [0.2, -0.1, -0.3], [0.0, 0.1, 0.0], [0.1, -0.1, 0.0], [0.0, 0.0, 0.0], [0.1, 0.2, -0.1], [0.0, 0.0, 0.0], [-0.1, 0.1, 0.0], [0.0, 0.0, 0.0], [-0.1, 0.0, 0.0], [0.2, -0.2, -0.1], [-0.1, 0.0, -0.2], [0.0, -0.1, -0.1], [0.0, 0.0, 0.0], [0.0, 0.0, 0.0]],
  "homo_ev": -8.06,
  "smiles": "COc1ccc2[nH]c(=O)c([C@H](c3nnnn3C3CCCCC3)N3CCN(C)CC3)cc2c1",
  "lumo_energy_ev": -0.1019
}



{
  "formula": "C23H31N8O4S2V",
  "method": "ωB97M-V with the def2-TZVPD basis set",
  "symbols": ["V", "C", "C", "C", "C", "C", "C", "C", "C", "C", "S", "C", "N", "H", "H", "H", "H", "H", "H", "H", "H", "C", "C", "C", "C", "N", "C", "N", "N", "N", "H", "H", "H", "H", "H", "H", "H", "H", "H", "H", "C", "C", "S", "O", "O", "C", "C", "N", "C", "N", "C", "C", "N", "O", "O", "C", "H", "H", "H", "H", "H", "H", "H", "H", "H", "H", "H", "H", "H"],
  "coordinates": [[9.180, 11.023, 12.217], [7.861, 8.979, 9.952], [7.839, 8.473, 11.358], [7.634, 7.116, 11.700], [7.618, 6.678, 13.013], [7.793, 7.563, 14.058], [7.782, 7.150, 15.458], [8.053, 8.080, 16.434], [8.368, 9.417, 16.105], [8.361, 9.848, 14.775], [8.841, 11.486, 14.357], [8.070, 8.916, 13.709], [8.033, 9.329, 12.389], [6.941, 9.522, 9.727], [7.995, 8.225, 9.159], [8.746, 9.624, 9.835], [7.365, 6.467, 10.895], [7.513, 5.620, 13.218], [7.423, 6.152, 15.702], [8.036, 7.768, 17.499], [8.766, 10.121, 16.841], [8.987, 15.571, 9.030], [7.449, 15.820, 9.229], [6.689, 15.153, 8.052], [6.941, 15.381, 10.619], [7.646, 14.172, 11.152], [8.842, 14.109, 11.828], [9.385, 12.861, 11.615], [8.424, 12.165, 10.848], [7.426, 12.982, 10.546], [9.349, 16.050, 8.099], [9.172, 14.514, 8.833], [9.547, 15.876, 9.963], [7.255, 16.881, 9.118], [6.822, 14.094, 8.050], [7.034, 15.610, 7.103], [5.614, 15.429, 8.214], [5.877, 15.131, 10.553], [7.035, 16.112, 11.436], [9.304, 14.863, 12.489], [12.733, 15.460, 6.701], [13.272, 14.814, 7.945], [13.700, 13.058, 7.838], [12.451, 12.379, 7.556], [14.832, 13.010, 6.943], [14.187, 12.682, 9.594], [14.058, 11.183, 9.876], [13.050, 10.897, 10.938], [11.725, 10.714, 10.798], [11.091, 10.475, 11.962], [12.073, 10.495, 12.939], [13.292, 10.714, 12.318], [14.456, 10.826, 13.009], [14.305, 10.670, 14.255], [15.516, 11.197, 12.372], [11.077, 10.547, 9.476], [12.906, 16.548, 6.678], [11.656, 15.299, 6.691], [13.157, 15.009, 5.778], [12.579, 14.942, 8.777], [14.235, 15.300, 8.269], [13.708, 13.350, 10.305], [15.227, 13.032, 9.553], [14.970, 10.813, 10.293], [13.912, 10.653, 8.929], [11.784, 10.483, 13.999], [11.165, 9.489, 9.141], [11.673, 11.117, 8.755], [10.030, 10.929, 9.597]],
  "forces_ev_per_a": [[-1.1, -2.0, 0.8], [0.6, 0.1, -0.4], [-0.2, -0.8, 2.3], [-0.5, 0.6, 0.0], [0.0, -0.4, -1.3], [0.5, 0.7, 1.7], [-0.4, 1.0, -0.8], [-0.1, -0.8, 0.5], [0.6, 0.3, -1.4], [0.0, -0.7, 0.4], [-0.2, 0.3, 1.1], [-0.8, -0.6, 0.4], [0.7, -0.7, 0.0], [0.2, 0.2, 0.0], [-0.2, -0.1, 0.7], [-0.7, 0.0, 0.0], [0.2, -0.6, -0.3], [-0.2, 0.0, 0.0], [0.4, 0.1, 0.0], [0.0, 0.3, -0.9], [-0.5, -0.3, -0.1], [-0.4, 0.4, 0.6], [1.2, -0.7, -0.8], [-0.8, 1.7, 0.8], [-0.1, -0.4, 0.6], [1.8, -0.3, 0.2], [0.1, -2.5, -1.0], [-1.6, 4.9, -0.4], [-0.5, 3.1, -0.6], [0.3, -0.9, -0.1], [-0.1, 0.2, 0.8], [-0.1, -0.2, 0.3], [-0.2, -0.1, -1.3], [0.0, 0.3, 0.3], [0.0, -0.7, -0.1], [-0.2, -0.4, 0.5], [0.7, -0.5, -0.5], [0.2, -0.1, 0.1], [0.2, 0.1, -0.6], [-0.5, -0.4, -0.7], [-0.2, -0.3, -1.1], [1.7, 0.5, 1.4], [-0.9, 2.5, 0.1], [0.5, -0.5, -0.2], [-0.4, -0.9, 0.6], [0.9, 0.3, -1.3], [-0.1, 0.3, 0.4], [0.0, -0.5, 0.6], [0.0, -1.0, -0.3], [2.6, 0.3, -0.4], [-0.5, 0.4, -0.7], [-2.9, -0.2, -0.9], [3.3, 1.6, 1.9], [1.6, 0.3, -3.0], [-2.8, -1.3, 2.3], [0.1, 0.4, 0.1], [0.1, -0.5, 0.1], [-0.1, 0.0, -0.3], [-0.2, 0.4, 0.6], [-0.1, -0.2, 0.1], [-0.8, -0.5, -0.3], [-0.5, -0.1, -0.2], [0.0, -0.5, 0.3], [0.6, -0.1, 0.1], [-0.6, -0.2, 0.5], [0.5, -0.2, -0.7], [-0.5, 0.5, 0.4], [-0.8, 0.0, 0.0], [1.0, -0.5, -0.8]],
  "multiplicity": 4,
  "homo_ev": [-9.54, -10.57],
  "total_charge": 1,
  "lumo_energy_ev": [-3.7393, -3.7325]
}



So what do the calculations give for energy relative to the best compared isomer or geometry (same formula, charge and spin)? Going down the list: 14.89, 0.00 kcal per mole.
So what do the calculations give for calculated total energy? Going down the list: -38879.5376, -91812.5161 eV.